{
  "formula": "C12H13FLuN2",
  "method": "the ωB97M-V functional and the def2-TZVPD basis",
  "elements": ["C", "C", "C", "C", "C", "C", "C", "N", "C", "C", "N", "C", "C", "C", "F", "H", "H", "H", "H", "H", "H", "H", "H", "H", "H", "H", "H", "H", "Lu"],
  "coordinates": [[2.376951, -0.681623, 1.754633], [2.875523, -0.662452, 0.205112], [2.934563, 0.915419, -0.194508], [1.868573, -1.503354, -0.749528], [0.366344, -1.027506, -0.397988], [-0.186405, 0.275091, -1.025346], [-1.647168, 0.882575, -0.716106], [-1.999876, 2.101606, -1.403917], [-3.293812, 2.521850, -0.991785], [-4.209926, 1.785991, 0.044570], [-3.874568, 0.563102, 0.684069], [-2.566386, 0.112349, 0.290557], [-2.020687, -1.241332, 0.910161], [-0.593014, -1.808159, 0.586766], [-0.129442, -3.008850, 1.158958], [3.186150, -0.216752, 2.424546], [2.157594, -1.766766, 2.065108], [1.432562, -0.040144, 1.910979], [3.966800, -1.030728, 0.128190], [1.969922, 1.375057, 0.254266], [2.872801, 1.096231, -1.319746], [3.812162, 1.448468, 0.299555], [2.108791, -1.378414, -1.868753], [2.034884, -2.611491, -0.468756], [0.502116, 0.861258, -1.742229], [-3.697518, 3.492458, -1.458230], [-5.224697, 2.261926, 0.300403], [-2.730084, -1.783417, 1.639484], [-2.292151, -0.932394, -2.320462]],
  "forces_ev_per_angstrom": [[0.328, -0.575, -0.511], [0.323, 2.210, 0.870], [-1.438, -0.515, 0.283], [-0.263, -0.411, 0.789], [-1.403, 0.768, -0.534], [-1.722, -1.902, 0.625], [1.177, -1.661, 0.504], [-4.337, -1.592, 2.871], [1.408, -0.964, 0.003], [1.604, -1.729, 0.423], [1.786, 3.271, -3.455], [1.559, -0.661, -0.566], [1.875, 0.128, -1.652], [-1.291, 0.945, -0.091], [-1.795, 4.133, -1.949], [-1.223, -0.888, -1.013], [0.456, 1.662, -0.145], [1.261, -0.898, -0.372], [-2.026, -0.063, -0.062], [1.509, -0.381, -0.644], [0.583, -0.221, 1.418], [-1.127, -0.830, -0.873], [-0.520, 0.088, 1.726], [-0.696, 1.691, -0.476], [-1.186, -0.865, 1.275], [0.748, -1.582, 0.740], [1.662, -0.859, -0.356], [1.292, 0.769, -1.193], [1.453, 0.932, 2.366]],
  "nbo_charge": [-0.6457, -0.2087, -0.6275, -0.4945, 0.0828, -0.4155, -0.1575, -0.3542, 0.0761, 0.0887, -0.3066, 0.0088, -0.2470, 0.4459, -0.2421, 0.2852, 0.2285, 0.1881, 0.2857, 0.1779, 0.2091, 0.2851, 0.2738, 0.2920, 0.3367, 0.3037, 0.3095, 0.3414, 2.4805],
  "lumo_energy_ev": -15.0,
  "e_homo_ha": -0.7230,
  "total_charge": 3,
  "gap_ev": 4.688,
  "e_tot_ha": -1908.47653
}